{
  "formula": "C30H81N5O13",
  "method": "the ωB97M-V functional and the def2-TZVPD basis",
  "symbols": ["C", "O", "C", "C", "N", "C", "C", "O", "C", "H", "H", "H", "H", "H", "H", "H", "H", "H", "H", "H", "H", "H", "H", "H", "C", "O", "C", "C", "N", "C", "C", "O", "C", "H", "H", "H", "H", "H", "H", "H", "H", "H", "H", "H", "H", "H", "H", "H", "C", "O", "C", "C", "N", "C", "C", "O", "C", "H", "H", "H", "H", "H", "H", "H", "H", "H", "H", "H", "H", "H", "H", "H", "C", "O", "C", "C", "N", "C", "C", "O", "C", "H", "H", "H", "H", "H", "H", "H", "H", "H", "H", "H", "H", "H", "H", "H", "C", "O", "C", "C", "N", "C", "C", "O", "C", "H", "H", "H", "H", "H", "H", "H", "H", "H", "H", "H", "H", "H", "H", "H", "O", "H", "H", "O", "H", "H", "O", "H", "H"],
  "xyz": [[2.265530, 1.518490, 20.726740], [1.256050, 0.770910, 21.382430], [1.707220, -0.209110, 22.315740], [0.516400, -0.975710, 22.933170], [0.043710, -2.131620, 22.138940], [-1.070090, -2.832780, 22.771550], [-1.618280, -4.046600, 21.849950], [-2.307620, -3.760810, 20.603730], [-3.531420, -3.064670, 20.729920], [2.635420, 0.935980, 19.882960], [2.976420, 1.739340, 21.522960], [1.893880, 2.498000, 20.425850], [2.226650, 0.231060, 23.166940], [2.436140, -0.873030, 21.850990], [-0.320660, -0.341030, 23.224060], [0.869770, -1.453500, 23.846920], [-0.177360, -1.873180, 21.187920], [-1.972380, -2.271050, 23.013250], [-0.676560, -3.286850, 23.680970], [-2.262170, -4.729690, 22.403920], [-0.834590, -4.775630, 21.643910], [-4.081170, -3.438130, 21.593870], [-4.134530, -3.097370, 19.822570], [-3.363710, -2.016780, 20.978730], [-4.868130, -7.127390, 22.305630], [-5.593890, -8.306100, 22.231920], [-6.705840, -8.299300, 21.234330], [-7.408620, -9.653270, 21.113420], [-6.552380, -10.747330, 20.607910], [-5.528380, -11.228090, 21.533740], [-4.839490, -12.507490, 21.110080], [-3.911850, -12.876260, 22.077930], [-3.633370, -14.244610, 22.208330], [-3.990120, -7.228090, 22.943650], [-5.475890, -6.363170, 22.790100], [-4.498550, -6.818750, 21.327750], [-6.334180, -8.050940, 20.240200], [-7.451710, -7.552160, 21.505550], [-8.047790, -9.560850, 20.235340], [-7.970370, -9.901180, 22.014030], [-6.131090, -10.278480, 19.818740], [-5.828390, -11.421380, 22.563660], [-4.733080, -10.482970, 21.513830], [-4.400880, -12.489730, 20.112380], [-5.682230, -13.186470, 20.980130], [-2.793650, -14.529590, 21.574480], [-4.492600, -14.902370, 22.077290], [-3.327230, -14.510840, 23.220010], [-5.800000, -1.457190, 16.495540], [-4.529170, -1.270850, 17.137660], [-3.535640, -2.271040, 16.871590], [-2.150030, -1.957130, 17.450390], [-1.439700, -1.062370, 16.576150], [-0.264590, -0.660330, 17.331710], [-0.393010, 0.503620, 18.360140], [-0.440350, 1.596060, 17.485940], [-0.394770, 2.900680, 18.147490], [-5.760970, -1.849430, 15.479300], [-6.292750, -0.490960, 16.387460], [-6.506410, -2.120490, 16.994650], [-3.435800, -2.510740, 15.812970], [-3.846440, -3.200450, 17.348780], [-1.512970, -2.836930, 17.540920], [-2.255760, -1.581560, 18.468170], [-2.042300, -0.259330, 16.466100], [0.518420, -0.531040, 16.584530], [0.125480, -1.576050, 17.776030], [0.426750, 0.575590, 19.074920], [-1.399710, 0.434360, 18.772260], [-0.802090, 2.785530, 19.151950], [-1.034780, 3.606690, 17.618320], [0.656120, 3.177930, 18.230420], [-0.128040, -6.664460, 18.686820], [0.758640, -7.553630, 19.285880], [0.440280, -7.949450, 20.673840], [1.726940, -8.573180, 21.193430], [1.661330, -9.030550, 22.594420], [1.314430, -8.035880, 23.646170], [1.030770, -8.734290, 25.010960], [0.883190, -7.915400, 26.143030], [1.091650, -8.624330, 27.347420], [0.321980, -6.389080, 17.733010], [-0.340170, -5.775950, 19.281500], [-1.108120, -7.133400, 18.599420], [-0.414920, -8.621340, 20.600990], [0.130160, -7.057270, 21.217830], [2.604520, -7.954410, 21.006120], [1.997250, -9.346870, 20.474790], [0.968250, -9.763110, 22.649980], [0.490870, -7.409820, 23.302800], [2.118420, -7.317440, 23.805950], [1.802410, -9.502860, 25.055580], [0.190730, -9.423120, 24.921760], [0.773380, -9.664450, 27.417800], [0.561580, -8.131570, 28.162470], [2.140500, -8.603220, 27.643330], [-3.943730, -9.038070, 18.995100], [-4.713780, -10.179870, 18.706470], [-5.139390, -10.258830, 17.390360], [-5.842670, -11.616130, 17.229080], [-7.135080, -11.541410, 17.867220], [-8.039770, -12.702150, 17.703220], [-9.488370, -12.559530, 18.267060], [-10.200330, -13.759060, 18.036200], [-11.564840, -13.557010, 18.417160], [-4.400670, -8.113240, 18.642980], [-2.888820, -9.069690, 18.722570], [-3.919330, -8.807360, 20.060130], [-4.312290, -10.168320, 16.686210], [-5.787680, -9.414480, 17.156070], [-5.326040, -12.431940, 17.734690], [-5.856980, -11.916650, 16.181430], [-6.860810, -11.406340, 18.829840], [-7.628870, -13.637720, 18.082640], [-8.088760, -12.856130, 16.625260], [-10.039940, -11.733490, 17.818160], [-9.364980, -12.241440, 19.302280], [-12.307770, -14.307160, 18.146190], [-12.050210, -12.666850, 18.017000], [-11.484600, -13.457080, 19.499600], [-5.967930, -4.541450, 18.868560], [-6.430380, -4.531700, 18.030540], [-6.453500, -3.925980, 19.417790], [-3.339990, -5.592610, 19.061510], [-4.260990, -5.362750, 18.938380], [-3.014740, -4.950660, 19.692660], [-2.734430, -6.754810, 16.414200], [-2.056330, -6.185280, 16.050800], [-2.637680, -6.668230, 17.362560]],
  "forces_ev_per_angstrom": [[-0.1225, -0.3144, 1.2970], [-1.0299, -0.2271, 0.2114], [-0.7251, 0.0456, 0.1076], [0.3000, -1.1390, -0.6348], [-0.2305, 0.3127, -0.0400], [-0.4163, -1.7933, -1.9852], [0.2290, 0.0036, 0.6551], [1.0514, 0.4979, 0.5350], [0.0811, 0.8621, 1.1671], [0.5079, 0.2548, -0.0070], [0.8767, -0.0352, -0.4879], [-0.3978, -0.2746, -0.2551], [0.1309, 0.5786, 0.0168], [-0.1452, -0.3781, -0.1638], [0.0930, 0.5674, -0.1279], [0.2221, 0.2584, 0.2642], [-0.1644, 0.1861, -0.0943], [0.0732, 0.6806, 0.2047], [-0.2436, -0.1350, 0.1224], [-0.6357, 0.5595, 0.6666], [0.5385, 0.6372, -0.6876], [-0.3700, -0.4078, -0.0514], [0.3526, -0.3223, -0.0399], [0.1743, 0.2605, -0.2172], [0.0084, 0.6386, 0.0486], [-1.6638, -1.2658, -1.1998], [1.0152, -0.1918, 1.1536], [0.8028, -0.3431, -0.4515], [-1.0130, -0.1056, 1.6382], [1.9299, 0.9389, -0.7127], [-1.4580, -0.5038, -1.1205], [0.0152, -0.0608, 0.9500], [0.2827, -0.4822, 0.2625], [-0.0210, -0.5508, 0.0848], [-0.1035, 0.5336, -0.2466], [-0.1149, 0.3356, -0.2197], [0.4243, 0.2367, -0.0236], [0.0211, 0.2770, 0.1994], [-0.8313, 0.5165, 0.3970], [0.0398, -0.1934, -0.0865], [0.8043, -0.4405, 0.1447], [-0.5696, 0.4559, -0.1154], [0.1320, 0.1999, 0.8022], [0.3389, 0.4929, -0.1369], [0.0075, -0.9194, 0.3711], [-0.1401, -0.2016, -0.3820], [-0.2568, 0.1658, -0.6366], [0.1888, 0.6629, 0.2677], [0.3635, 0.2187, -0.3178], [-0.1761, 0.0328, -0.5351], [-0.1049, -1.2090, 0.7372], [-1.3631, -0.1829, -0.5973], [-0.1135, 0.6660, 1.0322], [1.6138, -0.6712, -0.1282], [-0.4836, -0.9928, -2.3213], [0.1038, 2.5756, -0.0709], [-0.1874, -1.8134, -0.0424], [0.6524, -0.0957, -0.1819], [0.2129, 0.1272, 0.3340], [0.2452, -0.1752, 0.6555], [-0.0897, 0.3818, -0.2740], [-0.2632, -0.2771, 0.0877], [-0.5076, -0.4883, -0.0770], [-0.1948, 0.2002, 0.3173], [0.0219, 0.4616, -0.3927], [0.2367, 1.1336, 0.1772], [-0.2028, -0.1105, 0.6482], [-0.2048, -0.2214, 0.1588], [0.1142, -0.2247, 0.9914], [-0.0375, 0.1110, 0.1934], [0.4007, -0.0366, -0.2278], [-0.0989, 0.4640, -0.1312], [-0.5238, -0.1813, 0.3134], [0.6178, -0.5121, 1.6241], [0.5738, 1.0568, -2.2462], [-0.1514, 0.0428, 0.2903], [0.1351, -0.0519, 0.3165], [-0.1773, 0.4103, 0.0381], [0.1123, -1.2200, -1.6091], [0.1072, -0.3107, -0.3622], [0.2959, 0.3927, 1.0015], [-0.3506, 0.0066, -0.0485], [0.3819, 0.3826, 0.1982], [-0.1474, -0.1222, -0.5242], [0.0165, -0.3596, 0.3870], [0.0459, 0.1137, 0.1421], [-0.3049, 0.8347, 0.5462], [-0.3814, -0.8434, 0.5065], [-0.0556, -0.2333, -0.0279], [-0.4810, 0.0145, 0.3303], [0.4057, -0.2154, -0.1086], [0.9234, 0.3550, 0.7012], [-0.8828, 0.3194, -0.1508], [-0.2480, -0.1418, -0.7929], [-0.1592, 0.3185, -0.2252], [0.2808, -0.0460, -0.2191], [0.0026, 1.1272, 0.8560], [1.1311, 0.4444, 0.9590], [-0.0060, -0.9106, -1.2035], [-0.1035, -0.0146, -0.2999], [-1.4644, 0.1617, -0.0068], [0.0703, 0.2767, -0.7493], [1.4527, 0.7124, -0.6187], [-0.6989, 0.1566, -0.4277], [0.2586, 0.2397, 0.9124], [-0.0199, -0.0143, -0.7874], [-0.0554, -0.3573, -0.6504], [-0.2236, -0.7851, 0.3898], [0.4073, -0.1718, 0.0166], [-0.4925, -0.0637, -0.0423], [1.0163, 0.0796, -0.0281], [-0.4446, 0.2549, -0.1873], [-0.9784, -0.3684, 0.4207], [0.1547, -0.2017, 0.4141], [-0.2758, -0.0684, -0.1528], [0.1894, 0.1946, -0.4499], [-0.3448, -0.5712, 0.6371], [0.8964, -0.8132, -0.0671], [0.5981, 0.5703, -0.2014], [-0.8223, 0.0327, 0.2459], [-0.0233, -0.0709, 0.0237], [-0.0743, -0.0801, -0.3382], [-0.0983, 0.1430, 0.2526], [-0.0380, -1.0002, -0.5530], [-0.4436, 0.0350, -0.1529], [0.6723, 0.1887, 0.3142], [-0.1744, -0.3109, -0.4887], [0.1408, 0.1221, -0.1002], [-0.1674, 0.3048, 0.5031]],
  "energy_ha": -2443.15609,
  "spin_multiplicity": 1,
  "e_homo_ha": -0.30111,
  "e_above_lowest_kj_mol": 337.60,
  "e_lumo_ha": 0.0030
}